1.
A structure of composition C7H10O4SSi, computed with ωB97M-V/def2-TZVPD.

The geometry in XYZ format:
```
23
Properties=species:S:1:pos:R:3:forces:R:3
C -1.48133 0.46630 -0.82226 -1.09 0.51 0.75
C -1.64758 -1.50462 0.51960 1.49 -0.16 0.98
C -0.11251 0.29871 -0.76157 1.69 2.67 -2.73
C -0.24533 -1.62342 0.62148 -2.66 3.69 -3.09
C -2.27950 -0.42621 -0.11095 -0.20 -1.85 -1.05
C 0.51005 -0.72805 -0.10397 1.13 0.08 -0.18
C -3.78065 -0.32431 -0.19779 0.48 -1.49 1.75
O 2.58698 0.06095 1.09720 1.00 -0.98 -0.31
O 2.60196 -2.20163 0.12398 0.87 -0.87 0.62
O 2.88384 1.74709 -0.75122 -0.56 1.40 2.15
O 2.87259 -0.23451 -1.35212 -0.02 -2.84 -0.50
Si 2.87160 1.67102 0.89034 0.45 1.16 0.36
S 2.33810 -0.85256 -0.19354 -2.96 -0.26 0.09
H -2.04655 1.30554 -1.30586 1.18 -0.76 0.17
H -2.06913 -2.34182 1.06013 -1.19 0.36 -0.17
H 0.57002 1.01741 -1.39037 -1.40 -1.42 1.32
H 0.13956 -2.36852 1.13098 1.99 -3.59 2.34
H -4.37105 -1.18734 0.12337 0.71 -0.62 -0.22
H -4.00386 0.29795 0.61772 -0.84 1.74 0.73
H -4.22188 -0.04121 -1.10220 -0.18 0.96 -1.40
H 4.24470 2.17254 1.28485 -0.72 -0.38 0.26
H 2.89717 2.58069 -1.13754 0.15 2.49 -1.11
H 1.74283 2.21602 1.75974 0.68 0.15 -0.75
```
Forces are in eV/Å.

As for the LUMO energy: 0.44 eV. As for the HOMO energy: -9.6 eV. For the frontier orbital gap, the calculation gives 10.01 eV. The calculation puts the electronic energy at -1261.3669 hartree. As for the energy above the lowest of the compared OMol25 structures with the same formula, charge and spin: 25.8 kcal per mole.

---

2.
A cluster of 9 separate species, C27H73IO25PS8 in total, computed with ωB97M-V/def2-TZVPD.

The geometry in XYZ format:
```
135
Properties=species:S:1:pos:R:3:forces:R:3
C 0.58124 0.53462 0.19322 -0.27 -0.44 -0.55
C 0.18268 1.49691 -0.95179 -0.14 0.28 1.08
C -0.68055 2.65837 -0.45442 0.97 0.57 -0.30
O -2.11452 2.52969 -0.80250 0.10 -0.45 0.23
P -2.87425 1.27918 -0.26635 -0.46 -0.14 0.10
I -3.75568 1.56794 1.89699 0.11 0.07 -0.25
H 0.06301 0.76730 1.12722 0.13 0.01 0.05
H 0.32108 -0.49230 -0.07999 0.05 -0.02 0.13
H 1.65404 0.54910 0.37413 -0.04 0.15 0.14
H -0.34968 0.97894 -1.75165 0.26 0.10 -0.21
H 1.08870 1.96645 -1.32882 0.01 -0.20 -0.43
H -0.56797 2.82169 0.61940 -0.33 -0.14 0.04
H -0.35688 3.58368 -0.92617 -0.39 0.02 -0.16
H -2.08436 0.12947 -0.26781 0.05 0.02 0.00
H -3.94494 1.05283 -1.12165 0.03 0.10 -0.06
O 3.38620 2.21277 -2.19066 -0.21 0.09 0.14
S 4.55560 2.57262 -1.43192 0.26 -0.23 -0.08
O 4.41783 3.46748 -0.32485 -0.15 0.00 -0.03
O 5.66443 3.09109 -2.42656 -0.05 0.02 -0.02
C 5.30838 4.14818 -3.36130 0.01 0.38 -0.23
C 5.28580 5.50921 -2.70105 -0.05 -0.06 0.17
C 5.38396 1.10919 -0.92208 0.03 -0.08 0.02
H 4.35541 3.91402 -3.83540 -0.01 -0.15 0.10
H 6.07903 4.10332 -4.12745 0.04 -0.13 0.05
H 4.46571 5.59620 -1.98960 -0.02 0.00 -0.02
H 5.16278 6.27788 -3.46403 0.02 -0.01 -0.02
H 6.21663 5.68862 -2.16347 0.03 0.02 -0.06
H 5.50741 0.46569 -1.78883 0.02 0.02 -0.01
H 4.76482 0.62323 -0.17063 -0.02 0.08 0.06
H 6.34501 1.38229 -0.49479 -0.01 0.01 0.02
O -0.08744 -3.82970 3.54285 0.02 0.03 -0.09
S -1.37413 -4.42174 3.78369 -0.09 0.03 0.16
O -2.26623 -4.60660 2.68092 0.07 0.01 -0.07
O -2.10825 -3.57617 4.91785 0.04 -0.05 -0.04
C -2.18095 -2.14831 4.72144 -0.02 0.26 -0.01
C -3.27762 -1.75736 3.75175 0.06 -0.11 -0.14
C -1.19975 -5.91601 4.68012 0.05 -0.11 0.03
H -1.20376 -1.78614 4.39751 0.01 -0.05 -0.01
H -2.37333 -1.74022 5.71137 -0.02 -0.12 0.04
H -3.05708 -2.10032 2.74038 0.00 -0.02 0.01
H -3.36828 -0.66964 3.72577 -0.01 -0.12 0.17
H -4.23128 -2.19351 4.04644 -0.02 0.06 0.04
H -0.55598 -5.73729 5.53673 -0.01 0.01 0.00
H -0.74537 -6.64408 4.01019 0.00 0.00 0.00
H -2.18410 -6.25464 4.99177 -0.01 0.01 -0.02
O 0.74761 -8.92920 4.89917 -0.02 0.01 -0.04
S 2.10840 -9.12560 5.31281 0.09 0.12 0.12
O 2.80660 -10.30193 4.90261 -0.09 -0.02 -0.06
O 2.18660 -8.97109 6.88853 -0.01 0.01 -0.04
C 1.26864 -9.76695 7.68567 -0.18 -0.14 0.19
C 1.71919 -11.20388 7.82390 0.09 -0.01 -0.13
C 3.06704 -7.70988 4.89964 0.00 0.04 0.00
H 0.27014 -9.69378 7.25345 0.04 0.03 -0.08
H 1.25199 -9.26711 8.65169 0.09 0.07 -0.04
H 1.66275 -11.73259 6.87389 -0.02 0.00 0.00
H 1.07941 -11.71561 8.54324 0.00 0.02 0.02
H 2.75038 -11.24970 8.17280 -0.02 0.00 0.05
H 2.55225 -6.81936 5.24952 0.00 0.00 0.00
H 3.15895 -7.70117 3.81568 0.00 -0.02 0.00
H 4.04499 -7.80732 5.36304 0.00 -0.01 -0.01
O -4.40488 -1.51066 -0.69932 0.14 0.50 0.07
S -5.76338 -1.75298 -1.13105 -0.24 -0.32 -0.24
O -6.68629 -2.28554 -0.18285 0.09 0.09 0.13
O -5.71940 -2.63554 -2.42914 0.07 0.07 0.06
C -4.93719 -3.86949 -2.39971 0.17 -0.32 -0.03
C -5.66066 -4.99042 -1.69096 -0.12 0.11 0.10
C -6.45786 -0.31121 -1.86103 0.08 0.08 -0.01
H -3.96613 -3.66036 -1.95092 -0.04 0.09 0.04
H -4.77768 -4.10280 -3.44938 -0.09 0.10 -0.03
H -5.75409 -4.79557 -0.62376 0.03 -0.01 0.00
H -5.10316 -5.91737 -1.82438 0.01 0.01 -0.03
H -6.66239 -5.11827 -2.09957 0.02 -0.04 -0.04
H -5.77563 0.08391 -2.61110 -0.02 -0.05 -0.04
H -6.61280 0.40842 -1.05742 -0.01 -0.05 0.03
H -7.41395 -0.57667 -2.31159 -0.01 0.02 0.00
O -9.62196 -0.07306 -3.10495 -0.03 -0.06 0.03
S -10.49705 0.84049 -2.42401 0.02 0.29 0.16
O -11.81787 0.43732 -2.06609 0.03 -0.17 -0.12
O -10.54326 2.19921 -3.23356 0.03 -0.06 -0.01
C -10.87057 2.12669 -4.65069 -0.06 0.02 -0.31
C -12.35287 1.95393 -4.89216 -0.04 -0.07 0.15
C -9.69409 1.46377 -0.98613 0.05 0.01 0.01
H -10.28694 1.32660 -5.10684 0.02 -0.04 0.09
H -10.51446 3.07182 -5.05411 0.02 0.04 0.11
H -12.70037 0.97667 -4.56124 0.01 -0.01 -0.01
H -12.55793 2.05056 -5.95843 0.02 0.02 0.00
H -12.91990 2.71226 -4.35323 0.01 0.04 -0.05
H -8.70395 1.81675 -1.26127 -0.01 0.03 -0.01
H -9.63242 0.63760 -0.28001 -0.02 -0.01 -0.01
H -10.29622 2.26993 -0.57611 -0.01 -0.01 0.00
O 9.52258 3.82892 -7.76122 -0.04 0.05 0.03
S 8.48894 2.83941 -7.73619 0.02 -0.12 0.03
O 7.21060 3.17555 -7.18328 0.00 0.05 -0.02
O 9.04548 1.53458 -7.01845 -0.01 0.03 -0.04
C 9.68020 1.71907 -5.72858 0.18 0.01 0.26
C 8.66617 1.92387 -4.62559 -0.17 0.06 -0.04
C 8.27019 2.14637 -9.33559 0.01 -0.02 -0.04
H 10.38147 2.55163 -5.79073 -0.05 0.03 -0.09
H 10.25853 0.81089 -5.57401 -0.07 -0.06 -0.10
H 8.14722 2.87271 -4.75125 0.02 0.01 0.04
H 9.15989 1.92502 -3.65348 0.05 -0.02 -0.03
H 7.91567 1.13316 -4.64217 0.04 -0.04 0.03
H 9.24143 1.85429 -9.72445 0.00 0.00 0.00
H 7.82622 2.92369 -9.95356 0.00 0.01 0.02
H 7.60184 1.29338 -9.25683 -0.01 0.01 0.01
O 0.81435 6.96825 -1.84069 0.00 0.01 -0.04
S -0.41155 7.62613 -1.49943 -0.05 -0.05 0.11
O -0.63590 8.97465 -1.91041 0.06 -0.01 -0.04
O -0.63701 7.49349 0.06704 -0.03 -0.02 -0.04
C 0.45571 7.91947 0.92914 0.22 0.06 0.20
C 0.52208 9.42256 1.07881 -0.08 0.04 -0.14
C -1.77723 6.63856 -2.01098 -0.04 0.00 0.01
H 1.38910 7.50633 0.54567 -0.04 -0.02 -0.08
H 0.24570 7.44006 1.88296 -0.10 -0.03 -0.04
H 0.81034 9.90356 0.14578 0.02 -0.01 0.00
H 1.25915 9.67698 1.84068 -0.01 -0.02 0.02
H -0.44698 9.82196 1.37688 0.02 -0.01 0.06
H -1.62842 5.62062 -1.66216 0.00 0.00 0.00
H -1.79578 6.67331 -3.09808 0.02 0.02 0.00
H -2.68825 7.06653 -1.60127 0.00 0.02 -0.01
O 4.93143 -1.50969 2.39183 0.08 0.23 -0.07
S 3.69508 -0.90946 2.79481 -0.31 -0.31 0.11
O 3.42390 0.45992 2.46107 0.11 -0.02 -0.16
O 3.49387 -1.12448 4.34943 0.03 0.08 -0.02
C 4.58861 -0.73741 5.22579 0.23 0.03 0.20
C 4.64342 0.75571 5.45799 -0.08 0.04 -0.14
C 2.35183 -1.90807 2.25333 -0.03 -0.02 0.01
H 5.52227 -1.12034 4.81337 -0.04 -0.01 -0.08
H 4.38963 -1.27206 6.15170 -0.10 -0.03 -0.04
H 4.92062 1.29129 4.55132 0.02 -0.01 0.00
H 5.38361 0.97432 6.22784 -0.01 -0.02 0.01
H 3.67307 1.12863 5.78543 0.02 -0.01 0.06
H 2.53048 -2.93834 2.54549 -0.02 0.01 0.03
H 2.30854 -1.82360 1.16941 0.05 0.01 0.00
H 1.43488 -1.53607 2.70195 -0.01 -0.03 0.01
```
Forces are in eV/Å.

As for the LUMO energy: -3.93 eV. As for the HOMO energy: -12.0 eV. As for the net charge: +1. For the frontier orbital gap, the calculation gives 8.09 eV. The calculation puts the electronic energy at -6777.7679 hartree.

---

3.
A cluster of 9 separate species, C27H42O27 in total, computed with ωB97M-V/def2-TZVPD.

The geometry in XYZ format:
```
96
Properties=species:S:1:pos:R:3:forces:R:3
C 2.00956 6.08196 -4.66926 0.03 0.25 0.05
O 2.11848 5.57143 -5.99972 0.31 -0.53 -0.19
C 2.36066 6.41843 -7.00976 0.21 0.38 1.22
O 2.08954 7.59421 -6.96885 -0.03 0.01 -0.27
O 2.98731 5.86571 -8.02038 -0.57 -0.26 -0.63
C 3.31819 4.46229 -8.01609 0.45 -0.12 0.16
H 3.00208 6.16202 -4.22007 0.05 0.00 -0.11
H 1.44467 5.34864 -4.10448 -0.21 0.05 -0.09
H 1.54682 7.06592 -4.67714 -0.09 -0.06 0.09
H 2.70347 3.86855 -7.34682 -0.15 0.24 0.06
H 4.36195 4.41496 -7.72170 0.02 -0.28 -0.07
H 3.21766 4.07729 -9.02598 0.02 0.26 -0.12
C 8.12760 3.92409 -1.38981 0.97 0.31 -0.32
O 7.05725 4.45233 -2.16377 -0.49 -0.13 0.17
C 7.34424 5.34044 -3.09999 0.42 0.33 -0.33
O 8.43702 5.62607 -3.52766 -0.13 -0.09 0.10
O 6.19770 5.87206 -3.51941 -0.37 -0.19 -0.11
C 6.26571 6.76021 -4.64121 0.08 -0.23 0.05
H 8.32299 4.58284 -0.54342 -0.25 -0.18 0.17
H 9.05101 3.91127 -1.97480 -0.17 -0.11 -0.07
H 7.86846 2.91485 -1.09784 -0.21 0.04 0.16
H 6.85434 6.32476 -5.44720 0.07 0.01 0.10
H 6.68411 7.71440 -4.33016 -0.02 0.06 -0.09
H 5.23912 6.86101 -4.98109 -0.03 0.19 0.06
C 4.65725 4.23175 1.64836 0.26 0.49 -0.41
O 4.56021 3.69787 0.32314 0.25 -0.29 -0.04
C 3.47880 4.06463 -0.35526 -0.03 0.30 -0.42
O 2.66784 4.87294 0.01140 -0.22 -0.08 0.23
O 3.46363 3.43106 -1.53181 0.03 -0.43 0.27
C 2.15520 3.27999 -2.11784 -0.08 -0.15 0.53
H 5.61092 3.88225 2.03069 -0.15 -0.29 0.15
H 3.79906 3.91149 2.23009 0.09 0.00 0.21
H 4.71009 5.32075 1.60665 -0.25 -0.03 0.04
H 1.65004 4.24016 -2.12140 -0.02 0.02 -0.41
H 1.54167 2.59594 -1.52354 0.18 0.07 0.14
H 2.30876 2.80099 -3.07228 0.00 0.35 -0.32
O 0.65040 13.72546 -7.20888 -0.05 0.06 -0.08
C 0.87454 12.69438 -6.67174 -0.14 0.01 0.02
O 0.64192 11.47350 -7.21053 -0.11 0.09 0.06
C 1.18077 10.46810 -6.36996 0.97 -0.18 0.43
C 1.59240 11.22425 -5.09174 -0.66 -0.87 0.32
O 1.38156 12.58354 -5.42110 0.44 0.08 -0.05
H 0.49595 9.64486 -6.19140 -0.34 0.21 -0.14
H 2.07692 10.04943 -6.82592 -0.15 -0.03 -0.27
H 2.61388 10.97749 -4.80315 0.18 0.54 -0.21
H 0.97827 10.96556 -4.22562 -0.18 0.13 -0.13
O 2.69937 0.90183 -6.48460 -0.19 -0.02 -0.37
C 3.64820 1.53439 -6.15587 0.31 0.11 0.79
O 4.69386 1.86896 -6.93305 -0.06 -0.50 -0.45
C 5.71055 2.44298 -6.11889 -0.23 1.04 0.67
C 4.87406 2.99371 -4.97037 0.74 0.37 0.04
O 3.83306 2.01947 -4.89413 -0.21 0.19 -0.11
H 6.42376 1.69965 -5.76414 -0.06 -0.19 -0.23
H 6.20267 3.25220 -6.64680 0.12 -0.24 -0.28
H 4.46545 3.98772 -5.18565 -0.24 -0.21 -0.24
H 5.43746 3.12514 -4.04771 -0.26 -0.56 0.22
O -0.35317 8.27219 -13.01495 -0.18 -0.03 -0.20
C -0.05884 8.27054 -11.86902 0.22 0.01 0.25
O -0.89579 8.53272 -10.84051 -0.05 -0.38 -0.02
C -0.13203 8.63777 -9.64041 0.63 0.90 0.01
C 1.20525 7.97502 -10.00802 -1.24 -0.05 1.52
O 1.19790 8.00232 -11.41537 0.25 0.11 -0.13
H 0.00385 9.70584 -9.44193 -0.01 -0.06 0.03
H -0.61469 8.21256 -8.76636 -0.33 -0.27 -0.28
H 1.20029 6.95927 -9.60471 0.26 -0.17 -0.49
H 1.99401 8.51632 -9.49227 0.44 0.01 -0.70
O -4.28758 8.29049 -5.94171 -0.01 0.08 0.02
C -3.27996 7.67679 -5.84990 0.05 0.10 0.27
O -3.08642 6.60733 -5.04056 -0.03 -0.08 0.07
C -1.94255 5.91412 -5.52353 0.39 0.01 -0.61
C -1.12774 7.02039 -6.19920 -0.04 -0.83 0.37
O -2.13514 7.96710 -6.52123 0.05 0.11 -0.45
H -1.40020 5.35941 -4.76398 -0.23 0.14 0.28
H -2.27372 5.22560 -6.30642 -0.02 -0.16 0.18
H -0.64879 6.58581 -7.07563 -0.03 0.43 -0.24
H -0.36073 7.47612 -5.57648 -0.12 0.10 0.11
O 6.43378 4.32980 -9.01694 -0.12 -0.05 0.17
C 7.42150 4.86410 -8.62692 0.12 0.19 -0.09
O 8.27923 5.54958 -9.39242 0.31 -0.01 0.09
C 9.49369 5.81206 -8.63785 -1.10 -0.19 -0.17
C 8.99699 5.67739 -7.19374 0.43 0.46 -0.43
O 7.82351 4.87443 -7.32937 0.10 -0.27 0.11
H 10.19776 5.03335 -8.92148 0.27 0.19 0.07
H 9.80497 6.81209 -8.91520 0.33 -0.05 0.08
H 8.70807 6.63978 -6.77282 0.05 0.00 0.05
H 9.74722 5.21114 -6.56201 -0.27 -0.20 0.18
O 0.12508 3.11580 -4.42869 -0.15 0.06 -0.04
C -0.05863 2.68158 -5.52524 0.49 -0.01 -0.07
O -0.08239 3.45258 -6.63896 -0.24 0.01 0.05
C -0.23744 2.62316 -7.78923 0.45 -0.11 -0.53
C -0.52499 1.23072 -7.20842 0.29 0.41 -0.51
O -0.20720 1.38894 -5.82978 -0.41 0.04 0.27
H -0.97749 3.05030 -8.46374 -0.33 -0.13 0.30
H 0.69687 2.60415 -8.35783 0.09 0.10 0.25
H 0.17113 0.52016 -7.64389 -0.16 -0.26 0.13
H -1.55909 0.91786 -7.33353 -0.01 -0.08 0.16
```
Forces are in eV/Å.

As for the LUMO energy: -0.04 eV. As for the HOMO energy: -10.9 eV. For the frontier orbital gap, the calculation gives 10.81 eV. The calculation puts the electronic energy at -3085.5765 hartree. As for the energy above the lowest of the compared OMol25 structures with the same formula, charge and spin: 11.1 kcal per mole. The structure (SMILES) is COC(=O)OC.COC(=O)OC.COC(=O)OC.O=C1OCCO1.O=C1OCCO1.O=C1OCCO1.O=C1OCCO1.O=C1OCCO1.O=C1OCCO1.

---

What is the HOMO in the second record?
-12.0 eV

---

What is the electronic energy in the third record?
-3085.5765 hartree

---

electronic energy of number 3 (C27H42O27)?
-3085.5765 hartree